Version i
Computed, not measured: a gas-phase ion, C8H15N2 (charge +1), with the ωB97M-V functional and the def2-TZVPD basis.

Structure (XYZ):
```
25
Properties=species:S:1:pos:R:3:mulliken_charge:R:1
C 1.21 0.40 -1.38 -0.59
C 0.06 -0.29 -1.21 -0.52
C -2.51 0.61 -0.50 -0.03
C 1.12 1.41 0.86 -1.14
C 2.07 0.85 -0.16 0.80
C -0.54 -0.74 0.01 0.55
C 2.90 -0.30 0.28 -1.31
C -0.27 -1.97 0.81 -1.65
N -3.80 0.95 -0.07 -0.37
N -1.85 -0.29 0.16 -0.09
H 1.56 0.76 -2.41 0.35
H -0.40 -0.69 -2.21 0.35
H -2.08 1.19 -1.23 0.44
H 1.37 1.21 2.01 0.26
H 0.43 2.16 0.65 0.41
H 2.73 1.71 -0.50 0.44
H 3.94 0.01 0.27 0.33
H 2.69 -1.13 -0.42 0.29
H 2.70 -0.63 1.32 0.29
H -0.98 -2.63 0.40 0.57
H -0.38 -1.66 1.79 0.44
H 0.82 -2.37 0.62 0.27
H -4.19 1.71 -0.67 0.27
H -4.26 0.69 0.79 0.23
H -2.35 -0.98 0.79 0.37
```

LUMO level (alpha / beta) (eV): -4.4 / -3.6
Frontier orbital gap (alpha / beta) (eV): 7.095 / 7.779
Charge: +1

***

Version ii
Computed, not measured: 2 unconnected molecules or ions with the total composition C8H15N2, with the ωB97M-V functional and the def2-TZVPD basis.

Structure (XYZ):
```
25
Properties=species:S:1:pos:R:3:mulliken_charge:R:1
C -0.89 1.16 1.62 -0.13
C 1.00 1.11 -1.18 -0.81
C -0.29 0.55 -1.79 -0.64
C 1.45 0.00 -0.21 0.67
C 0.16 -0.71 0.09 0.35
C 2.24 0.50 0.99 -1.54
C 0.01 -1.73 1.13 -1.54
C -2.04 -1.00 -0.93 -0.93
N -0.73 -0.43 -0.80 0.19
N -1.83 1.79 1.83 -0.09
H 1.75 1.34 -1.93 0.38
H 0.79 2.02 -0.61 0.33
H -1.06 1.30 -1.95 0.39
H -0.10 0.03 -2.73 0.38
H 2.07 -0.73 -0.75 0.34
H 1.60 1.08 1.65 0.28
H 3.05 1.14 0.65 0.41
H 2.68 -0.32 1.55 0.48
H -0.87 -1.56 1.74 0.42
H 0.88 -1.75 1.78 0.36
H -0.10 -2.72 0.67 0.39
H -2.05 -1.73 -1.74 0.35
H -2.34 -1.50 -0.01 0.37
H -2.76 -0.22 -1.17 0.31
H -2.61 2.36 2.09 0.27
```

LUMO level (eV): -3.2
Frontier orbital gap (eV): 11.323
Charge: +1

***

Which structure is most stable? version ii, by 3.948 eV over the runner-up.

***

Version i
Computed, not measured: a single CHFO2 molecule, with the ωB97M-V functional and the def2-TZVPD basis.

Structure (XYZ):
```
5
Properties=species:S:1:pos:R:3:mulliken_charge:R:1
C -0.56 0.19 -0.04 0.31
O -1.23 1.18 0.06 -0.40
O 0.82 0.38 -0.02 -0.05
F 1.72 -0.81 0.04 -0.15
H -0.75 -0.93 -0.03 0.30
```

LUMO level (eV): -1.0
Frontier orbital gap (eV): 11.148
Structure (SMILES): O=COF

***

Version ii
Computed, not measured: a molecular structure, CHFO2, with the ωB97M-V functional and the def2-TZVPD basis.

Structure (XYZ):
```
5
Properties=species:S:1:pos:R:3:mulliken_charge:R:1
C -0.75 -0.01 -0.34 0.60
O -1.55 0.46 0.31 -0.31
O -0.12 -0.15 -1.29 -0.29
F 1.31 -0.63 0.34 -0.43
H 1.11 0.32 0.97 0.44
```

LUMO level (eV): -0.4
Frontier orbital gap (eV): 11.743

***

Version iii
Computed, not measured: 2 unconnected molecules or ions with the total composition CHFO2, with the ωB97M-V functional and the def2-TZVPD basis.

Structure (XYZ):
```
5
Properties=species:S:1:pos:R:3:mulliken_charge:R:1
C 0.50 -0.17 -0.05 0.32
O 1.38 -0.97 0.11 -0.37
O -0.78 -0.53 -0.02 -0.06
F -1.93 0.72 0.09 -0.18
H 0.83 0.95 -0.13 0.29
```

LUMO level (alpha / beta) (eV): -3.6 / -3.7
Frontier orbital gap (alpha / beta) (eV): 8.403 / 8.228

***

Which structure is most stable? version ii, by 2.772 eV over the runner-up.